DFT (wB97M-V/def2-TZVPD) results for a single C21H23ClN2O7S2 molecule at a distorted geometry.

The calculation puts the strongest force on any atom at 1.0 eV/Å. The relative energy (zero: lowest compared OMol25 entry of this formula, charge and spin) comes out at 0.0 kcal/mol. The calculation puts the HOMO energy at -0.343 Eh. The gap between HOMO and LUMO is 8.93 eV. For the total energy, the calculation gives -2706.82482 a.u.

Geometry as XYZ:
```
56
Properties=species:S:1:pos:R:3:forces:R:3
Cl 1.03752 1.86830 -0.70493 0.08 0.02 0.00
S 3.27306 1.89624 5.16185 -0.03 0.31 0.13
S -1.79841 -1.79598 -4.21593 0.08 -0.08 0.12
O 2.53495 0.92242 5.91529 -0.37 0.12 -0.01
O -2.19301 2.10613 -0.61807 -0.21 -0.08 -0.03
O 4.70267 1.75983 5.09988 0.11 0.26 -0.24
O -1.70230 -0.57174 -4.94829 0.08 0.19 0.28
O -3.23248 1.22656 1.15915 -0.11 -0.35 0.02
O -1.50388 2.53925 3.79150 -0.01 0.03 0.29
O -2.35572 -2.95349 -4.84713 -0.03 -0.13 0.31
N -0.59012 2.25394 1.71514 0.22 -0.06 -0.58
N -0.27618 -2.19102 -3.69001 -0.82 0.19 -0.59
C -3.83792 -1.10222 -0.19785 0.09 0.16 -0.06
C -1.61300 2.40741 2.59655 -0.51 -0.05 -0.36
C -0.14718 -3.45420 -3.00326 -0.01 -0.73 0.05
C -3.43456 -2.50633 -2.10481 -0.08 -0.11 0.01
C -2.69699 -1.49122 -2.68641 0.34 -0.14 -0.58
C 2.63745 1.92404 3.47699 0.23 0.07 0.37
C -2.52686 -0.28117 -2.05038 -0.06 0.29 0.22
C 2.87415 3.54996 5.79383 0.15 -0.78 -0.46
C 2.19482 -2.82062 -2.40330 0.08 -0.04 -0.27
C 1.98269 -1.49937 -3.13777 -0.19 -0.07 0.23
C 3.01140 1.76658 1.12876 -0.16 0.00 0.08
C 1.28015 2.07644 3.28396 -0.18 -0.02 0.06
C -3.08936 -0.08606 -0.78941 -0.02 -0.32 -0.21
C 0.50302 -1.12386 -3.10923 0.38 0.62 0.01
C 0.76209 2.09200 1.99074 0.30 -0.01 0.17
C 3.51293 1.77907 2.42023 0.16 0.00 0.08
C -2.98772 2.41505 1.90530 0.01 0.52 0.23
C -2.80287 1.19245 -0.10607 0.19 0.29 -0.17
C 1.31349 -3.89877 -3.02928 -0.12 0.17 0.23
C 1.65153 1.91690 0.91825 0.12 -0.02 0.20
C -4.01968 -2.30254 -0.86323 0.02 -0.03 -0.05
H 0.31170 -0.23157 -3.70585 0.11 0.07 0.16
H 3.24364 -3.11598 -2.45668 0.01 0.00 0.09
H 1.79856 3.66498 5.79777 -0.20 0.03 -0.01
H -0.81568 2.28662 0.72011 -0.17 0.02 0.33
H 0.19138 -0.93637 -2.06756 0.03 0.01 -0.05
H -0.48998 -3.36672 -1.95821 0.01 -0.01 -0.04
H 2.56608 -0.70311 -2.67367 -0.01 0.05 -0.04
H -3.05485 3.28787 1.24433 -0.04 -0.14 0.13
H 2.29989 -1.60381 -4.17572 0.04 0.06 -0.07
H -1.97119 0.51122 -2.52671 0.07 0.12 0.02
H 3.66913 1.63751 0.28403 0.04 -0.01 -0.09
H -3.76111 2.45723 2.67348 0.21 -0.01 -0.10
H 3.26781 3.62080 6.80034 0.11 -0.15 0.14
H 1.61367 -4.05778 -4.06535 0.00 -0.08 -0.06
H 1.93145 -2.69904 -1.34947 0.03 -0.01 0.08
H -0.78545 -4.16513 -3.52847 0.08 -0.10 0.17
H 4.56519 1.66547 2.62373 0.15 -0.01 -0.06
H 3.35072 4.27491 5.14722 0.07 0.14 -0.12
H -4.27063 -0.94265 0.77726 -0.03 -0.02 0.07
H 1.41542 -4.84067 -2.48891 -0.03 -0.04 -0.04
H -3.54826 -3.43474 -2.64235 -0.06 -0.14 0.00
H -4.60786 -3.08542 -0.40960 -0.04 -0.06 0.03
H 0.61671 2.16243 4.12823 -0.10 0.03 -0.01
```
Forces are in eV/Å.